# C2HBrF2S

A single C2HBrF2S molecule at a distorted geometry (ωB97M-V/def2-TZVPD, OMol25).

Geometry as XYZ:
```
7
Properties=species:S:1:pos:R:3:lowdin_charge:R:1
C -0.396 0.290 -0.214 -0.50
C -0.493 -0.975 0.173 -0.44
F 0.264 -1.995 -0.157 0.15
F -1.222 -1.293 1.247 0.12
S 0.802 0.901 -1.356 0.41
Br 2.115 2.065 0.076 0.18
H -1.069 1.007 0.230 0.08
```

Properties
* ΔE to the lowest compared entry with this formula, charge and spin: 0.067 eV
* charge: 0
* energy: -3248.70903 a.u.
* highest occupied orbital energy: -9.36 eV
* orbital gap: 8.37 eV
* LUMO level: -0.98 eV
* structure (SMILES): FC(F)=CSBr